No. 1
Here is C4H34HgO14 as an isolated structure from the OMol25 dataset. Energies are from the ωB97M-V functional and the def2-TZVPD basis.

Largest force on an atom (eV Å⁻¹): 1.7
Relative energy (zero: lowest compared OMol25 entry of this formula, charge and spin) (kcal/mol): 0.00
Multiplicity: 2
Charge: +1
Energy (Eh): -1379.130305
Highest occupied orbital energy (spin up / spin down) (Eh): -0.4834 / -0.4834
Gap between HOMO and LUMO (spin up / spin down) (eV): 6.1 / 5.6

CARTESIAN COORDINATES (ANGSTROEM)
Hg  2.368  -0.438  -3.275
C  -0.140  -0.044  0.444
C  1.186  -0.584  -0.035
O  1.925  0.128  -1.036
H  -0.840  0.045  -0.387
H  0.018  0.986  0.765
H  -0.458  -0.703  1.251
H  1.126  -1.627  -0.347
H  1.936  -0.608  0.755
C  -1.379  0.886  -3.559
C  -0.303  1.944  -3.747
O  0.947  1.358  -4.186
H  -0.968  0.105  -2.920
H  -1.589  0.359  -4.490
H  -2.305  1.272  -3.132
H  -0.299  2.548  -2.840
H  -0.657  2.713  -4.433
O  -3.375  -0.096  -0.337
H  -3.379  -0.675  -1.100
H  -3.055  -0.645  0.379
O  -1.462  0.502  3.549
H  -1.863  1.281  3.162
H  -0.541  0.738  3.662
O  3.362  -2.411  -2.476
H  3.835  -3.183  -2.786
H  3.032  -2.663  -1.613
O  -0.071  3.547  1.606
H  -0.212  4.374  1.146
H  0.703  3.168  1.188
O  -2.894  2.465  -0.501
H  -2.328  2.838  -1.176
H  -2.740  1.521  -0.553
O  -2.910  -1.499  2.873
H  -3.574  -1.333  3.542
H  -2.312  -0.754  2.939
O  4.558  0.587  0.460
H  4.501  -0.042  1.179
H  3.750  0.456  -0.037
O  -2.703  2.635  2.240
H  -1.770  2.843  2.194
H  -2.964  2.501  1.329
O  2.521  -3.741  2.209
H  1.652  -3.340  2.229
H  3.109  -3.029  1.959
O  -0.234  -3.172  2.166
H  -1.108  -3.532  2.313
H  -0.256  -2.309  2.580
O  2.116  2.861  -0.054
H  2.186  3.376  -0.857
H  2.047  1.955  -0.355
O  0.847  -4.552  -0.933
H  1.043  -4.207  -0.062
H  -0.075  -4.805  -0.890

No. 2
Here is C4H16AlN8O4 as an isolated structure from the OMol25 dataset. Energies are from the ωB97M-V functional and the def2-TZVPD basis.

Largest force on an atom (eV Å⁻¹): 7.7
Multiplicity: 2
Charge: +2
Energy (Eh): -1142.876366
Highest occupied orbital energy (spin up / spin down) (Eh): -0.5473 / -0.5473
Gap between HOMO and LUMO (spin up / spin down) (eV): 8.5 / 3.3

CARTESIAN COORDINATES (ANGSTROEM)
Al  0.576  -0.085  -0.609
C  -0.474  1.193  2.920
O  -0.770  0.648  1.888
N  0.140  0.749  3.913
N  -0.756  2.484  3.159
H  0.209  1.207  4.810
H  0.157  -0.260  3.960
H  -1.304  2.849  2.393
H  -0.275  3.066  3.830
C  -0.762  3.686  -0.415
O  0.094  2.807  -0.316
N  -0.564  4.970  -0.424
N  -2.000  3.598  -0.691
H  0.333  5.288  -0.086
H  -1.274  5.602  -0.765
H  -2.424  4.496  -0.875
H  -2.378  2.774  -1.136
C  -1.310  -3.183  1.456
O  -1.092  -2.101  0.856
N  -0.712  -4.251  1.133
N  -2.273  -3.558  2.285
H  -0.133  -4.097  0.320
H  -0.702  -5.198  1.483
H  -2.567  -4.523  2.340
H  -2.960  -2.976  2.743
C  2.610  -1.679  -3.856
O  2.011  -1.209  -2.960
N  3.721  -1.186  -4.270
N  2.233  -2.726  -4.617
H  4.060  -1.536  -5.155
H  4.197  -0.375  -3.902
H  2.933  -3.219  -5.152
H  1.452  -3.256  -4.260

No. 3
Here is a 2-piece molecular cluster, C20H35N6O2 overall from the OMol25 dataset. Energies are from the ωB97M-V functional and the def2-TZVPD basis.

Largest force on an atom (eV Å⁻¹): 13.7
Charge: +1
Energy (Eh): -1261.306708
Highest occupied orbital energy (Eh): -0.3951
Gap between HOMO and LUMO (eV): 7.0

CARTESIAN COORDINATES (ANGSTROEM)
C  -3.243  0.434  4.805
N  -3.198  -0.869  4.037
C  -2.759  -0.664  2.589
C  -1.135  -0.764  2.360
C  -0.415  -2.177  2.190
N  0.986  -2.534  1.976
N  1.730  -1.411  1.976
C  1.362  -0.005  2.105
C  2.561  1.145  2.060
O  2.902  1.443  0.660
C  3.927  2.516  0.666
C  3.396  4.041  0.982
O  5.203  2.181  0.389
C  -0.142  0.519  2.287
C  -0.636  2.071  2.389
C  -1.796  2.520  1.325
C  -1.699  1.828  -0.156
N  -1.659  2.958  -1.207
H  -4.355  0.779  5.061
H  -2.707  0.261  5.831
H  -2.778  1.291  4.153
H  -2.626  -1.602  4.515
H  -3.229  -1.582  1.988
H  -3.263  0.296  2.150
H  -1.146  -3.123  2.246
H  2.773  -1.607  1.860
H  3.550  0.699  2.556
H  2.298  2.100  2.709
H  2.644  4.101  1.906
H  2.792  4.480  0.055
H  4.295  4.740  1.258
H  -1.004  2.368  3.485
H  0.297  2.788  2.187
H  -2.884  2.418  1.806
H  -1.658  3.693  1.156
H  -2.666  1.195  -0.386
H  -0.738  1.190  -0.352
H  -0.646  3.228  -1.387
H  -2.093  2.602  -2.107
C  2.106  1.490  -4.228
C  1.589  0.091  -3.909
C  0.279  -0.237  -4.628
C  -0.800  0.745  -4.203
N  -1.695  1.561  -3.851
H  1.408  2.265  -3.895
H  3.057  1.670  -3.716
H  2.270  1.612  -5.304
H  1.451  0.003  -2.824
H  2.350  -0.643  -4.197
H  -0.042  -1.254  -4.377
H  0.412  -0.181  -5.713
C  -1.319  -5.255  -1.630
C  -0.859  -4.029  -2.413
C  0.593  -3.647  -2.120
C  0.751  -3.320  -0.644
N  0.881  -3.048  0.580
H  -1.292  -5.079  -0.550
H  -2.351  -5.508  -1.892
H  -0.688  -6.123  -1.854
H  -1.521  -3.188  -2.174
H  -0.968  -4.231  -3.484
H  0.878  -2.773  -2.715
H  1.268  -4.470  -2.381

No. 4
Here is a 2-piece molecular cluster, H4O2 overall from the OMol25 dataset. Energies are from the ωB97M-V functional and the def2-TZVPD basis.

Largest force on an atom (eV Å⁻¹): 3.3
Relative energy (zero: lowest compared OMol25 entry of this formula, charge and spin) (kcal/mol): 4.52
SMILES: O.O
Energy (Eh): -152.867727
Highest occupied orbital energy (Eh): -0.4120
Gap between HOMO and LUMO (eV): 12.1

CARTESIAN COORDINATES (ANGSTROEM)
H  -1.749  0.765  -0.209
H  -0.903  -0.011  0.840
H  1.947  -0.703  -0.152
H  0.618  0.040  -0.522
O  -1.329  -0.167  -0.024
O  1.416  0.077  0.068

No. 5
Here is C10H16N2S as an isolated structure from the OMol25 dataset. Energies are from the ωB97M-V functional and the def2-TZVPD basis.

Largest force on an atom (eV Å⁻¹): 5.9
Relative energy (zero: lowest compared OMol25 entry of this formula, charge and spin) (kcal/mol): 134.74
Energy (Eh): -898.138007
Highest occupied orbital energy (Eh): -0.3102
Gap between HOMO and LUMO (eV): 9.1

CARTESIAN COORDINATES (ANGSTROEM)
C  -3.264  0.259  -1.064
C  -2.389  -0.477  0.001
C  -0.451  -0.590  1.231
C  -0.087  -1.950  0.582
C  1.916  -0.628  -0.685
C  3.152  -0.975  -0.106
C  4.076  -0.028  0.197
C  4.021  1.367  0.004
C  2.719  1.764  -0.422
C  1.650  0.870  -0.692
H  -5.150  1.228  -0.712
H  -3.714  2.321  0.189
H  -4.017  -0.392  -1.524
H  -2.451  0.750  -1.809
H  -2.333  -1.644  -0.107
H  -3.192  -0.450  0.945
H  -1.425  1.146  0.905
H  -1.027  -0.609  2.326
H  0.472  -0.089  1.431
H  -0.961  -2.627  0.392
H  0.711  -2.532  1.201
H  3.436  -1.963  -0.410
H  5.110  -0.248  0.578
H  4.844  2.067  0.056
H  2.500  2.804  -0.646
H  0.738  0.995  -1.144
N  -4.269  1.184  -0.037
N  -1.213  0.215  0.353
S  0.598  -1.764  -1.033

No. 6
Here is one molecule with the formula C3H10N4 from the OMol25 dataset. Energies are from the ωB97M-V functional and the def2-TZVPD basis.

Largest force on an atom (eV Å⁻¹): 1.9
Relative energy (zero: lowest compared OMol25 entry of this formula, charge and spin) (kcal/mol): 67.79
Energy (Eh): -339.219911
Highest occupied orbital energy (Eh): -0.2835
Gap between HOMO and LUMO (eV): 8.5

CARTESIAN COORDINATES (ANGSTROEM)
C  -1.038  -0.317  -0.045
C  1.931  -0.759  0.379
N  0.045  0.606  -0.664
N  -0.947  -0.133  1.361
N  -2.322  -0.002  -0.579
C  1.459  0.467  -0.376
N  0.706  1.505  0.170
H  -0.226  0.887  -1.619
H  -0.775  -1.343  -0.342
H  -0.281  0.663  1.486
H  -1.844  0.137  1.746
H  -2.410  -0.198  -1.567
H  -2.581  0.959  -0.387
H  2.102  0.685  -1.249
H  2.925  -0.555  0.767
H  1.988  -1.617  -0.290
H  1.268  -0.985  1.208

No. 7
Here is a 5-piece molecular cluster, C17H32O13 overall from the OMol25 dataset. Energies are from the ωB97M-V functional and the def2-TZVPD basis.

Largest force on an atom (eV Å⁻¹): 5.1
SMILES: O=C1OCCO1.O=C1OCCO1.O=C1OCCO1.COCCOC.COCCOC
Energy (Eh): -1644.968211
Highest occupied orbital energy (Eh): -0.3322
Gap between HOMO and LUMO (eV): 9.6

CARTESIAN COORDINATES (ANGSTROEM)
C  -0.593  2.147  -0.628
C  0.239  0.810  -0.473
O  -0.514  0.137  0.545
C  -1.713  0.657  0.688
O  -2.525  0.224  1.452
O  -1.878  1.722  -0.074
H  -0.658  2.505  -1.641
H  -0.231  2.864  0.068
H  1.243  1.018  -0.026
H  0.305  0.265  -1.366
C  4.829  0.135  -1.654
C  4.249  -1.244  -2.181
O  3.409  -0.736  -3.260
C  2.969  0.480  -2.929
O  2.026  1.030  -3.413
O  3.647  0.970  -1.910
H  5.623  0.592  -2.248
H  5.013  0.148  -0.590
H  3.677  -1.679  -1.454
H  5.028  -1.827  -2.685
C  -5.288  1.744  2.304
C  -4.354  2.866  2.010
O  -4.701  3.312  0.698
C  -5.434  2.352  0.066
O  -5.799  2.416  -1.097
O  -5.804  1.420  0.975
H  -6.149  2.105  2.943
H  -4.829  0.956  2.859
H  -3.330  2.539  1.951
H  -4.537  3.727  2.686
C  -4.386  -1.675  0.453
O  -3.341  -1.787  -0.584
C  -3.685  -1.028  -1.729
C  -2.670  -1.274  -2.745
O  -1.446  -0.803  -2.323
C  -0.417  -1.236  -3.166
H  -4.887  -0.641  0.310
H  -3.826  -1.768  1.435
H  -5.029  -2.481  0.283
H  -3.689  0.009  -1.535
H  -4.691  -1.322  -2.018
H  -2.984  -0.756  -3.638
H  -2.602  -2.306  -2.890
H  -0.570  -2.220  -3.504
H  0.558  -1.055  -2.678
H  -0.352  -0.473  -4.015
C  2.191  -1.790  0.984
O  2.845  -0.591  0.649
C  2.986  0.244  1.748
C  3.854  -0.229  2.857
O  5.140  -0.321  2.413
C  5.964  -1.020  3.373
H  1.785  -2.258  0.063
H  1.386  -1.556  1.743
H  2.757  -2.639  1.511
H  1.950  0.528  2.135
H  3.475  1.150  1.393
H  3.511  -1.248  3.252
H  3.765  0.451  3.695
H  6.056  -0.421  4.321
H  6.978  -1.183  2.966
H  5.455  -1.958  3.627

No. 8
Here is a 20-piece molecular cluster, C22H84N2O18 overall from the OMol25 dataset. Energies are from the ωB97M-V functional and the def2-TZVPD basis.

Largest force on an atom (eV Å⁻¹): 12.2
Relative energy (zero: lowest compared OMol25 entry of this formula, charge and spin) (kcal/mol): 20.35
Charge: +2
Energy (Eh): -2351.396196
Highest occupied orbital energy (Eh): -0.4996
Gap between HOMO and LUMO (eV): 9.1

CARTESIAN COORDINATES (ANGSTROEM)
C  -23.419  9.066  36.698
C  -23.869  7.791  37.262
C  -24.826  8.042  38.451
C  -25.497  6.620  38.814
N  -26.603  6.677  39.901
C  -27.642  7.795  39.553
C  -27.350  9.022  40.410
C  -26.219  8.599  41.415
C  -26.057  7.071  41.226
C  -27.331  5.281  40.069
C  -26.418  4.121  40.443
C  -27.208  2.868  40.400
H  -24.201  9.632  36.231
H  -22.631  8.854  35.942
H  -22.902  9.745  37.627
H  -23.043  7.036  37.281
H  -24.376  7.485  36.512
H  -25.648  8.896  38.247
H  -24.084  8.225  39.214
H  -24.539  5.876  39.079
H  -26.005  6.287  38.067
H  -28.700  7.543  39.734
H  -27.743  8.031  38.480
H  -28.202  9.368  40.938
H  -27.188  9.976  39.841
H  -26.493  8.745  42.461
H  -25.241  9.235  41.042
H  -26.754  6.903  41.963
H  -25.094  6.623  41.414
H  -27.718  4.866  39.005
H  -28.244  5.392  40.698
H  -25.909  4.431  41.468
H  -25.718  4.023  39.651
H  -27.781  2.675  39.658
H  -27.845  2.813  41.146
H  -26.739  1.875  40.440
C  -13.371  10.191  40.053
C  -14.540  9.637  39.391
C  -15.820  9.529  40.157
C  -16.836  8.696  39.442
N  -18.290  8.879  39.904
C  -19.186  7.976  39.165
C  -19.748  8.625  37.866
C  -19.354  9.929  37.958
C  -18.719  10.237  39.332
C  -18.473  8.689  41.372
C  -18.192  7.256  41.967
C  -18.298  7.116  43.430
H  -12.549  10.235  39.365
H  -13.128  9.805  40.941
H  -13.373  11.225  40.257
H  -14.286  8.618  39.103
H  -14.769  10.428  38.667
H  -16.214  10.562  40.588
H  -15.558  9.022  41.134
H  -16.657  7.722  39.558
H  -16.943  8.941  38.423
H  -20.094  7.783  39.874
H  -18.612  6.846  39.133
H  -20.788  8.419  37.760
H  -19.399  8.277  36.899
H  -20.191  10.328  37.775
H  -18.807  10.558  37.117
H  -19.346  10.844  40.068
H  -17.960  10.951  39.298
H  -19.665  9.052  41.782
H  -17.909  9.228  41.995
H  -17.151  6.991  41.693
H  -18.809  6.551  41.592
H  -17.841  6.228  43.747
H  -19.257  7.124  43.769
H  -17.478  7.939  43.988
O  -21.405  4.588  37.596
H  -21.838  5.272  38.056
H  -21.720  3.612  37.606
O  -30.420  9.064  38.343
H  -30.463  8.798  37.474
H  -30.633  8.301  38.599
O  -30.839  6.286  39.454
H  -31.402  5.572  39.391
H  -30.644  6.073  40.306
O  -24.131  11.576  33.737
H  -24.150  10.651  33.678
H  -23.381  11.796  34.411
O  -22.104  7.992  41.639
H  -22.290  8.044  42.581
H  -22.280  8.817  41.294
O  -29.044  7.153  43.013
H  -29.878  6.477  42.771
H  -28.567  6.654  43.673
O  -29.128  9.468  44.469
H  -29.788  9.502  45.111
H  -29.004  8.547  44.065
O  -29.546  2.927  43.290
H  -29.309  3.137  44.205
H  -30.484  2.750  43.350
O  -25.148  11.807  39.325
H  -24.875  12.677  39.007
H  -25.700  11.977  40.017
O  -27.314  8.472  35.777
H  -28.254  8.555  35.494
H  -27.272  9.325  36.098
O  -22.032  5.842  39.716
H  -22.170  6.194  40.581
H  -21.760  5.071  40.036
O  -26.763  -0.564  39.255
H  -27.541  -0.905  38.874
H  -26.206  -0.516  38.489
O  -31.161  10.377  42.363
H  -30.497  10.661  41.695
H  -30.625  9.939  43.017
O  -26.913  10.860  37.292
H  -27.744  11.258  37.661
H  -26.307  11.201  37.951
O  -24.918  0.200  41.825
H  -25.554  0.121  41.295
H  -25.630  0.350  42.404
O  -27.133  1.276  43.809
H  -26.997  0.915  44.620
H  -27.898  1.835  43.902
O  -22.743  10.593  40.544
H  -22.188  11.311  40.937
H  -23.619  11.050  40.035
O  -29.173  11.785  41.256
H  -29.396  11.843  40.341
H  -28.268  11.918  41.139

Q: Look up the energy of the third one.
A: -1261.306708 Eh

Q: The highest largest force on an atom belongs to which entry?
A: C20H35N6O2

Q: Which formula does entry 8 have?
A: C22H84N2O18